(1)
{"formula": "C32H88F3N6O12", "method": "ωB97M-V with the def2-TZVPD basis set", "symbols": ["C", "O", "O", "C", "F", "F", "F", "C", "C", "H", "H", "H", "H", "H", "H", "C", "O", "H", "H", "H", "H", "C", "O", "H", "H", "H", "H", "C", "O", "H", "H", "H", "H", "C", "O", "H", "H", "H", "H", "C", "C", "C", "O", "C", "N", "H", "H", "H", "H", "H", "H", "H", "H", "H", "H", "H", "C", "C", "C", "O", "C", "N", "H", "H", "H", "H", "H", "H", "H", "H", "H", "H", "H", "C", "C", "C", "O", "C", "N", "H", "H", "H", "H", "H", "H", "H", "H", "H", "H", "H", "C", "C", "C", "O", "C", "N", "H", "H", "H", "H", "H", "H", "H", "H", "H", "H", "H", "C", "C", "C", "O", "C", "N", "H", "H", "H", "H", "H", "H", "H", "H", "H", "H", "H", "C", "C", "C", "O", "C", "N", "H", "H", "H", "H", "H", "H", "H", "H", "H", "H", "H"], "xyz": [[29.5356, 30.5045, 30.0000], [29.9552, 31.8754, 30.2942], [30.5019, 29.6621, 29.8578], [28.3466, 30.1391, 30.9176], [27.5836, 29.1576, 30.4113], [28.7674, 29.7189, 32.1408], [27.5395, 31.2098, 31.1132], [30.6865, 32.1496, 31.4559], [31.0311, 33.6353, 31.3739], [31.8797, 33.8535, 32.0257], [31.2633, 33.8468, 30.3311], [30.1734, 34.2318, 31.6865], [31.6119, 31.5729, 31.5685], [30.1190, 31.9831, 32.3845], [29.0208, 30.7613, 29.0354], [28.5358, 26.1637, 31.3420], [29.3943, 25.9728, 30.2369], [28.8533, 27.0670, 31.8749], [27.4982, 26.3413, 31.0330], [28.5370, 25.3463, 32.0625], [29.6964, 26.8290, 29.9110], [31.1049, 30.0671, 34.6855], [31.6210, 28.7398, 34.6588], [30.3726, 30.1270, 33.8883], [30.6424, 30.3409, 35.6382], [31.9181, 30.7646, 34.4585], [32.3115, 28.6597, 35.3210], [30.0996, 27.9381, 26.7867], [30.7189, 27.5209, 27.9889], [29.0458, 28.1748, 26.9692], [30.5907, 28.8007, 26.3214], [30.1527, 27.1199, 26.0659], [30.6726, 28.3092, 28.5590], [26.6453, 30.6779, 35.0933], [26.4834, 31.9338, 35.7233], [27.6972, 30.4538, 34.9489], [26.1884, 29.9185, 35.7338], [26.2343, 30.5455, 34.0839], [25.6189, 31.9372, 36.1385], [25.2023, 34.9352, 30.2087], [25.7382, 34.5042, 31.5589], [24.8331, 33.4913, 32.2455], [24.4591, 32.4798, 31.3267], [23.5185, 31.5596, 31.8437], [27.1334, 33.9997, 31.4632], [25.0019, 34.0707, 29.5739], [25.9695, 35.4886, 29.6643], [24.3053, 35.5431, 30.3248], [25.7873, 35.3816, 32.2119], [23.9501, 33.9577, 32.7039], [25.4281, 33.0143, 33.0407], [22.5352, 31.7108, 31.3954], [23.4268, 31.6666, 32.9309], [23.9093, 30.5579, 31.6538], [27.3984, 33.9328, 32.4469], [27.0540, 33.0080, 31.2232], [31.8148, 40.4430, 35.1078], [33.0028, 39.5234, 34.9458], [32.8057, 38.4222, 33.9311], [31.7422, 37.6101, 34.3278], [31.3601, 36.6855, 33.3431], [34.2171, 40.3064, 34.6424], [31.5592, 40.8438, 34.1147], [31.9831, 41.3200, 35.7322], [30.9049, 39.9303, 35.4163], [33.1679, 39.0459, 35.9272], [33.7228, 37.8131, 33.8884], [32.6810, 38.9046, 32.9491], [30.6340, 36.0375, 33.8261], [32.2162, 36.0650, 33.0354], [30.9960, 37.1178, 32.4048], [34.3239, 41.0410, 35.3324], [35.0168, 39.6984, 34.7943], [28.6931, 35.2595, 26.4337], [28.1117, 34.6488, 27.6977], [27.7215, 33.1837, 27.4863], [26.8059, 32.9675, 26.4501], [25.4791, 33.4261, 26.6544], [28.9933, 34.8336, 28.8481], [29.0231, 36.2918, 26.5484], [27.9606, 35.2100, 25.6262], [29.5867, 34.7007, 26.1271], [27.1765, 35.2079, 27.8247], [27.4405, 32.7302, 28.4495], [28.6512, 32.6640, 27.2219], [25.4531, 34.3978, 27.1540], [24.9809, 32.7160, 27.3287], [25.0051, 33.4487, 25.6792], [29.6569, 34.0575, 28.8571], [28.4267, 34.6130, 29.6728], [33.9659, 38.6662, 29.5640], [34.0446, 37.2346, 29.0581], [33.8897, 36.2161, 30.1705], [35.0139, 36.2826, 31.0018], [35.2187, 35.0872, 31.7355], [33.0455, 36.9620, 28.0217], [32.9718, 38.8587, 29.9929], [34.3018, 39.4459, 28.8879], [34.5338, 38.7713, 30.5034], [35.0204, 37.0922, 28.5815], [33.5291, 35.2612, 29.7792], [33.0062, 36.5848, 30.7343], [34.2762, 34.7437, 32.1732], [35.9738, 35.2552, 32.5006], [35.6070, 34.2988, 31.0788], [32.1149, 37.1359, 28.3841], [33.1954, 37.4930, 27.1777], [33.1427, 32.3401, 26.3750], [32.6357, 31.0169, 26.9383], [33.4860, 29.8497, 26.4761], [33.6511, 29.9234, 25.0720], [34.1659, 28.7735, 24.4909], [32.6914, 31.0711, 28.4073], [32.4604, 33.1363, 26.6804], [33.3552, 32.2760, 25.3136], [34.0799, 32.5909, 26.8887], [31.5790, 30.8450, 26.6901], [33.0639, 28.8900, 26.7920], [34.4725, 29.9882, 26.9425], [34.2585, 28.8881, 23.4087], [33.5512, 27.8812, 24.6642], [35.1946, 28.5891, 24.8434], [31.9513, 30.4919, 28.8124], [32.5044, 32.0116, 28.7344], [23.6126, 25.6514, 30.7391], [23.8651, 26.8272, 31.6560], [24.3067, 26.2993, 33.0461], [24.9991, 27.3172, 33.7498], [24.1424, 28.2396, 34.3795], [24.8709, 27.6608, 31.0431], [22.9430, 24.8921, 31.1507], [24.5765, 25.1839, 30.5229], [23.1572, 25.9605, 29.7978], [22.9224, 27.3613, 31.8238], [25.0547, 25.5185, 32.8746], [23.4781, 25.8679, 33.6194], [24.6351, 29.2062, 34.3761], [23.8692, 27.9858, 35.4100], [23.2169, 28.3306, 33.7980], [25.6296, 27.1219, 30.6490], [25.2569, 28.3052, 31.7209]], "lowdin_charge": [-0.497, -0.126, -0.137, -0.521, 0.136, 0.106, 0.093, -0.287, -0.071, 0.054, 0.060, 0.061, 0.119, 0.103, 0.144, -0.166, -0.111, 0.073, 0.045, 0.073, 0.046, -0.159, -0.117, 0.049, 0.073, 0.077, 0.065, -0.164, -0.142, 0.079, 0.058, 0.072, 0.024, -0.163, -0.111, 0.074, 0.077, 0.064, 0.070, -0.055, -0.407, -0.211, -0.194, -0.095, 0.065, 0.063, 0.065, 0.081, 0.134, 0.125, 0.115, 0.086, 0.079, 0.077, 0.077, 0.049, -0.067, -0.457, -0.233, -0.173, -0.112, 0.028, 0.085, 0.071, 0.077, 0.136, 0.131, 0.130, 0.091, 0.065, 0.094, 0.061, 0.067, -0.064, -0.463, -0.213, -0.181, -0.096, 0.065, 0.068, 0.072, 0.077, 0.102, 0.120, 0.127, 0.067, 0.089, 0.085, 0.049, 0.027, -0.071, -0.441, -0.233, -0.182, -0.098, 0.035, 0.074, 0.070, 0.073, 0.140, 0.124, 0.115, 0.071, 0.083, 0.093, 0.071, 0.065, -0.057, -0.439, -0.204, -0.200, -0.142, 0.057, 0.069, 0.067, 0.080, 0.126, 0.119, 0.127, 0.080, 0.086, 0.087, 0.037, 0.050, -0.075, -0.459, -0.197, -0.195, -0.113, 0.066, 0.077, 0.080, 0.078, 0.124, 0.125, 0.124, 0.046, 0.090, 0.084, 0.050, 0.061], "total_charge": -1, "homo_energy_ev": -5.395, "max_force_ev_per_a": 2.31, "e_lumo_ha": 0.0743}

(2)
{"formula": "C17H22N8OS3", "method": "ωB97M-V with the def2-TZVPD basis set", "symbols": ["C", "H", "H", "H", "C", "C", "N", "N", "C", "N", "C", "O", "C", "H", "H", "S", "C", "N", "N", "C", "N", "C", "C", "H", "H", "H", "H", "H", "C", "H", "H", "S", "C", "N", "C", "C", "C", "N", "C", "H", "H", "H", "H", "C", "H", "H", "H", "H", "S", "H", "H"], "xyz": [[-1.1320, 4.9584, 2.0900], [-1.0475, 5.3261, 2.9964], [-0.0667, 5.0426, 1.5792], [-1.8382, 5.4342, 1.4498], [-1.1727, 3.5778, 1.9913], [-1.2537, 2.9216, 0.8438], [-0.5132, 3.2235, -0.0532], [-0.2992, 2.3666, -1.1468], [-1.2739, 1.5313, -1.0624], [-1.7576, 0.5632, -2.0856], [-0.9833, 0.1634, -2.9378], [0.0956, 0.8137, -3.4378], [-1.5848, -0.9352, -4.0125], [-2.7144, -1.1750, -3.5790], [-1.2838, -0.9641, -4.9294], [-0.9444, -2.4699, -3.1653], [-1.3468, -2.4005, -1.6600], [-2.3697, -1.7596, -1.0343], [-2.0846, -1.9706, 0.3199], [-1.1788, -2.4895, 0.7033], [-0.3682, -2.8706, -0.5328], [0.6009, -3.7076, -0.4669], [0.3644, -5.2675, -0.2394], [1.1341, -5.7998, -0.3369], [-0.0879, -5.6395, -0.9836], [0.0116, -5.4116, 0.6348], [1.4212, -3.2941, -0.1269], [1.1450, -3.7681, -1.5744], [-0.6702, -2.5800, 2.0237], [0.3217, -3.1784, 1.9511], [-1.1880, -3.2545, 2.6800], [-0.2393, -0.9965, 2.7920], [0.6889, -0.2040, 1.7777], [1.0708, 1.0925, 2.1400], [1.8713, 1.8039, 1.4430], [2.3036, 1.1575, 0.3801], [1.9679, 0.0486, -0.2643], [0.7725, -0.7092, 0.6809], [2.1582, -0.4675, -1.5031], [1.6853, 0.2265, -2.1189], [1.5973, -1.5120, -1.7488], [3.0465, -0.3889, -1.4846], [2.8766, 1.9951, -0.3931], [2.2826, 3.1653, 1.9340], [2.1673, 3.2171, 3.1421], [3.4040, 3.0498, 1.7782], [1.7927, 3.8274, 1.3263], [-2.5424, -0.1482, -1.8704], [-2.1582, 1.4772, 0.4648], [-2.2468, 3.3638, 2.7773], [-0.4336, 3.0152, 2.8485]], "lowdin_charge": [-0.129, 0.035, 0.121, 0.095, -0.386, -0.747, 0.040, 0.123, -0.500, 0.092, -0.522, -0.078, -0.188, 0.130, 0.002, 1.021, -0.645, 0.050, 0.063, -0.463, -0.023, -0.299, 0.031, 0.015, 0.020, 0.019, 0.057, 0.167, -0.343, 0.119, 0.092, 1.046, -0.891, 0.112, -0.433, -0.070, -0.145, 0.147, -0.016, 0.065, 0.146, -0.005, 0.203, -0.011, 0.147, 0.103, 0.022, 0.133, 1.105, 0.193, 0.184], "homo_energy_ev": -8.596, "max_force_ev_per_a": 19.51, "e_lumo_ha": 0.0060}

(3)
{"formula": "C2H5FN2S2", "method": "ωB97M-V with the def2-TZVPD basis set", "symbols": ["C", "C", "H", "H", "H", "H", "H", "N", "N", "F", "S", "S"], "xyz": [[0.3266, -0.0563, 0.3142], [-0.4849, -0.6429, -0.7202], [-1.9642, 1.6136, 1.3712], [0.7161, 0.4472, 1.9990], [0.0146, -1.5228, -1.1885], [-1.5266, -1.0809, -0.4263], [1.4516, -0.0805, -2.1559], [-0.0867, -0.0398, 1.5873], [1.5544, 0.3447, 0.1249], [-0.7643, 0.2614, -1.8090], [-1.6725, 0.4239, 2.1476], [2.4359, 0.3324, -1.2441]], "lowdin_charge": [-0.578, -0.164, -0.086, 0.091, 0.125, 0.142, -0.110, -0.371, -0.401, -0.102, 0.709, 0.746], "homo_energy_ev": -8.309, "smiles": "FC/C(=N\\S)NS", "max_force_ev_per_a": 4.70, "e_lumo_ha": 0.0108, "e_above_lowest_kj_mol": 76.8}

(4)
{"formula": "C26H60Br6N4O12P2", "method": "ωB97M-V with the def2-TZVPD basis set", "symbols": ["C", "O", "N", "C", "C", "H", "H", "H", "H", "H", "H", "H", "C", "O", "N", "C", "C", "H", "H", "H", "H", "H", "H", "H", "C", "O", "N", "C", "C", "H", "H", "H", "H", "H", "H", "H", "C", "O", "N", "C", "C", "H", "H", "H", "H", "H", "H", "H", "C", "Br", "Br", "Br", "H", "C", "Br", "Br", "Br", "H", "C", "C", "O", "P", "O", "O", "C", "C", "O", "C", "C", "H", "H", "H", "H", "H", "H", "H", "H", "H", "H", "H", "H", "H", "H", "H", "C", "C", "O", "P", "O", "O", "C", "C", "O", "C", "C", "H", "H", "H", "H", "H", "H", "H", "H", "H", "H", "H", "H", "H", "H", "H"], "xyz": [[1.0453, -1.5801, -3.8266], [2.0593, -1.8577, -3.2241], [0.9689, -1.8558, -5.1691], [-0.2644, -1.5180, -5.8384], [2.0320, -2.6467, -5.7997], [0.0436, -1.3453, -3.4352], [-0.4152, -2.0677, -6.7668], [-0.2475, -0.4346, -5.9640], [-1.1449, -1.5879, -5.1989], [2.5741, -2.0003, -6.4906], [2.8107, -2.9801, -5.1145], [1.6245, -3.5215, -6.3062], [-3.1191, -1.1847, -3.1889], [-3.0516, -2.3740, -2.9430], [-3.9538, -0.5984, -4.0648], [-3.9972, 0.8505, -4.0463], [-5.0233, -1.3503, -4.7178], [-2.4732, -0.4680, -2.6581], [-4.7843, 1.3425, -3.4729], [-4.0535, 1.2561, -5.0567], [-3.1658, 1.3591, -3.5580], [-5.2013, -1.0732, -5.7572], [-5.0991, -2.4325, -4.6198], [-5.9679, -0.9974, -4.3010], [3.6343, -0.0173, 3.5432], [3.0354, -1.0646, 3.7094], [4.5558, 0.2285, 2.5892], [5.5832, 1.2964, 2.7256], [4.7288, -0.5325, 1.3704], [3.5494, 0.7949, 4.2822], [5.4570, 1.7373, 3.7147], [5.4252, 2.0752, 1.9795], [6.5948, 0.8907, 2.7336], [5.7509, -0.9008, 1.2773], [4.0996, -1.4195, 1.3005], [4.5659, 0.1355, 0.5244], [0.5867, 0.6469, -1.2505], [-0.2801, 0.9046, -2.1121], [0.4263, 0.3516, 0.0356], [1.4904, -0.0923, 0.9119], [-0.8989, 0.3437, 0.6328], [1.6735, 0.6946, -1.4224], [2.4313, 0.2304, 0.4668], [1.4351, -1.1810, 0.8923], [1.4184, 0.2646, 1.9388], [-0.9455, 0.5341, 1.7050], [-1.5620, 1.0998, 0.2118], [-1.3812, -0.6197, 0.4649], [-2.0214, -4.1558, 1.1220], [-0.2801, -3.4851, 0.2758], [-1.6680, -5.4605, 2.6439], [-3.0565, -4.9600, -0.4509], [-2.4795, -3.2993, 1.6149], [-1.8650, 4.3538, -0.6220], [-3.4464, 4.0501, -1.8494], [-2.3104, 5.3679, 1.0678], [-0.4802, 5.3432, -1.5776], [-1.4355, 3.4071, -0.2974], [-7.9780, -1.1137, 5.4550], [-7.1068, -0.7872, 4.2792], [-6.1702, -1.6926, 3.8366], [-4.6485, -1.8143, 4.4072], [-3.8203, -2.7618, 3.6495], [-4.1119, -0.2573, 4.4135], [-3.7670, 0.3050, 3.1624], [-3.4916, 1.7697, 3.3234], [-4.8635, -2.1801, 6.0004], [-4.9062, -3.5320, 6.4800], [-6.3242, -3.8632, 6.8895], [-8.7588, -0.3768, 5.6436], [-8.4850, -2.0614, 5.2720], [-7.4320, -1.1965, 6.3947], [-7.7526, -0.5828, 3.4244], [-6.6882, 0.2103, 4.4203], [-2.9447, -0.2079, 2.6627], [-4.5783, 0.1763, 2.4447], [-2.5535, 1.9561, 3.8458], [-3.5298, 2.3636, 2.4100], [-4.3559, 2.1857, 3.8420], [-4.5392, -4.2689, 5.7655], [-4.1963, -3.5108, 7.3068], [-7.0223, -3.8820, 6.0528], [-6.4958, -4.7497, 7.5004], [-6.7019, -3.1204, 7.5929], [6.3197, -1.5336, -3.3857], [5.4983, -0.4108, -2.6392], [6.2631, 0.7344, -2.3305], [5.5143, 2.0025, -1.7171], [4.7004, 1.8078, -0.4918], [6.7311, 3.0577, -1.5719], [7.4509, 3.0714, -0.3482], [6.8971, 4.2148, 0.5334], [4.5807, 2.5157, -2.9462], [3.8379, 3.7290, -2.8117], [2.3164, 3.4863, -2.9024], [6.9204, -1.0346, -4.1461], [7.0079, -1.9072, -2.6269], [5.7810, -2.3919, -3.7859], [4.7216, -0.0782, -3.3283], [5.0259, -0.8167, -1.7446], [7.3357, 2.1422, 0.2108], [8.5004, 3.1441, -0.6329], [5.8092, 4.2020, 0.4700], [7.3539, 4.3396, 1.5148], [7.1783, 5.1287, 0.0085], [4.1326, 4.3910, -1.9973], [4.0910, 4.3198, -3.6926], [1.9914, 2.7342, -3.6211], [1.8318, 3.1830, -1.9742], [1.9040, 4.4643, -3.1511]], "lowdin_charge": [-0.318, -0.002, -0.185, -0.057, -0.040, 0.124, 0.092, 0.087, 0.064, 0.083, 0.075, 0.086, -0.365, -0.014, -0.168, -0.082, -0.040, 0.119, 0.073, 0.090, 0.054, 0.082, 0.090, 0.083, -0.368, 0.008, -0.160, -0.037, -0.078, 0.131, 0.079, 0.063, 0.089, 0.090, 0.093, 0.029, -0.336, -0.042, -0.162, -0.040, -0.052, 0.133, 0.069, 0.055, 0.090, 0.081, 0.075, 0.064, -1.343, 0.507, 0.490, 0.492, -0.061, -1.452, 0.521, 0.499, 0.586, -0.051, -0.075, -0.330, -0.164, 0.539, -0.237, -0.177, -0.311, -0.069, -0.195, -0.254, -0.079, 0.083, 0.078, 0.064, 0.123, 0.114, 0.098, 0.121, 0.085, 0.062, 0.081, 0.114, 0.122, 0.072, 0.078, 0.071, -0.039, -0.262, -0.164, 0.482, -0.247, -0.179, -0.270, -0.066, -0.177, -0.256, -0.086, 0.072, 0.066, 0.073, 0.107, 0.111, 0.098, 0.123, 0.069, 0.078, 0.070, 0.116, 0.113, 0.085, 0.041, 0.038], "homo_energy_ev": -8.787, "max_force_ev_per_a": 3.22, "e_lumo_ha": -0.0238}